A molecular structure, C38H62ClGe2N3O5ScSi2. Source: the Open Molecules 2025 dataset; level of theory: wB97M-V/def2-TZVPD.

```
! RIJCOSX wB97M-V def2-TZVPD def2/J DEFGRID3
* xyz 1 1
Sc 0.340 -0.474 0.458
O -2.757 1.154 1.544
Cl -1.617 1.508 0.794
O -1.585 2.851 0.389
O -0.378 1.189 1.590
O -1.451 0.600 -0.362
C 0.447 -3.290 -0.958
Si 1.118 -3.674 0.785
C 2.495 -4.919 0.514
C -0.170 -4.541 1.836
C 1.698 -1.985 1.378
C 2.748 -1.508 0.416
C 4.020 -2.051 0.209
C 4.863 -1.478 -0.720
C 4.449 -0.364 -1.450
C 3.191 0.129 -1.217
N 2.371 -0.430 -0.311
Si 2.311 -1.622 3.129
C 4.033 -2.300 3.431
C 2.409 0.251 3.287
C 1.229 -2.262 4.525
H -0.180 -4.096 -1.348
H 1.271 -3.149 -1.662
H -0.191 -2.394 -1.042
H 2.044 -5.880 0.253
H 3.081 -5.076 1.423
H 3.175 -4.650 -0.294
H 0.174 -5.559 2.029
H -1.120 -4.624 1.305
H -0.376 -4.083 2.800
H 4.331 -2.908 0.786
H 5.851 -1.892 -0.879
H 5.093 0.106 -2.178
H 2.812 0.994 -1.742
H 4.796 -1.829 2.810
H 4.087 -3.382 3.285
H 4.298 -2.100 4.472
H 3.036 0.700 2.511
H 2.861 0.508 4.248
H 1.432 0.742 3.260
H 0.712 -3.202 4.335
H 0.487 -1.526 4.845
H 1.879 -2.428 5.388
C -3.680 -0.016 -3.149
C -4.054 1.439 -2.871
Ge -2.577 2.719 -3.092
C -3.100 4.460 -2.337
C -1.985 5.501 -2.398
C -1.802 2.980 -4.888
C -0.462 2.864 -4.766
Ge -0.226 2.125 -2.941
C 1.034 3.016 -1.670
C 2.262 3.662 -2.314
C 0.122 0.163 -3.015
C 1.115 -0.347 -4.059
C 0.529 3.196 -5.810
C 0.211 4.037 -6.880
C 1.149 4.330 -7.855
C 2.430 3.798 -7.782
C 2.768 2.978 -6.716
C 1.826 2.690 -5.740
H -4.546 -0.675 -3.065
H -2.926 -0.364 -2.440
H -3.271 -0.139 -4.154
H -4.433 1.554 -1.852
H -4.862 1.758 -3.534
H -3.429 4.293 -1.309
H -3.977 4.809 -2.887
H -1.129 5.198 -1.793
H -2.320 6.469 -2.023
H -1.630 5.646 -3.420
H -2.266 3.270 -5.829
H 1.339 2.258 -0.931
H 0.464 3.757 -1.114
H 2.875 2.935 -2.852
H 2.897 4.147 -1.571
H 1.964 4.414 -3.045
H -0.848 -0.305 -3.184
H 0.439 -0.173 -2.013
H 0.758 -0.114 -5.062
H 1.245 -1.430 -3.996
H 2.101 0.108 -3.956
H -0.775 4.478 -6.938
H 0.883 4.986 -8.674
H 3.161 4.030 -8.545
H 3.767 2.567 -6.643
H 2.100 2.058 -4.905
C -1.123 -1.683 7.463
C -2.542 -1.421 6.981
N -2.632 -1.255 5.526
C -2.895 0.081 5.001
C -1.704 1.021 5.121
C -2.576 -2.377 4.781
O -2.484 -3.502 5.246
C -2.601 -2.245 3.280
C -3.598 -2.848 2.528
C -3.519 -2.798 1.144
C -2.424 -2.193 0.560
N -1.429 -1.660 1.282
C -1.540 -1.672 2.612
H -1.114 -1.792 8.547
H -0.457 -0.859 7.199
H -0.738 -2.602 7.025
H -2.942 -0.512 7.432
H -3.189 -2.251 7.266
H -3.742 0.494 5.556
H -3.215 0.003 3.964
H -1.398 1.141 6.160
H -1.967 2.006 4.733
H -0.846 0.653 4.555
H -4.423 -3.346 3.022
H -4.289 -3.228 0.521
H -2.339 -2.127 -0.518
H -0.731 -1.213 3.166
*
```

energy relative to the best compared isomer or geometry (same formula, charge and spin)	0.00	kJ/mol
LUMO energy	-3.199	eV
total energy	-7979.0750	hartree
HOMO energy	-0.3769	Eh

Löwdin population analysis, charges in e, atoms 1 to 6:
1 Sc 1.060
2 O -0.226
3 Cl 0.733
4 O -0.224
5 O -0.387
6 O -0.416